No. 1
A cluster of 2 separate species, C4H11NO2 in total at a distorted geometry, computed with ωB97M-V with the def2-TZVPD basis set.

```
18
Properties=species:S:1:pos:R:3:nbo_charge:R:1
C 2.52 0.65 -0.34 -0.719
C 1.76 0.84 1.01 0.692
N 1.41 2.18 1.22 -0.841
O 1.60 -0.06 1.82 -0.597
H 3.57 1.22 -0.32 0.227
H 1.87 1.08 -1.03 0.214
H 2.87 -0.36 -0.57 0.238
H 0.61 2.24 1.79 0.394
H 1.35 2.89 0.41 0.391
C -2.55 -1.76 -0.69 -0.652
C -1.29 -1.11 -0.23 -0.079
O -1.55 0.28 0.02 -0.740
H -2.62 -2.92 -0.33 0.211
H -2.63 -1.87 -1.77 0.220
H -3.37 -1.36 -0.15 0.220
H -0.77 -1.44 0.67 0.202
H -0.54 -1.13 -1.00 0.156
H -2.24 0.63 -0.51 0.462
```

Properties
structure (SMILES)	CC(N)=O.CCO
energy relative to the best compared isomer or geometry (same formula, charge and spin)	37.4	kcal/mol
E_LUMO	0.8	eV

---

No. 2
An isolated molecule of C4H11NO2 at a distorted geometry, computed with ωB97M-V with the def2-TZVPD basis set.

```
18
Properties=species:S:1:pos:R:3:nbo_charge:R:1
C 1.82 1.18 0.42 -0.657
C 0.75 0.10 0.90 0.111
O -0.25 0.52 1.81 -0.756
C -0.07 -0.53 -0.40 -0.070
N -0.60 -1.90 0.21 -0.849
C -1.24 0.31 -0.91 -0.082
O -1.52 -0.32 -2.05 -0.729
H 2.56 0.60 -0.02 0.211
H 1.46 1.75 -0.39 0.217
H 2.25 1.43 1.33 0.222
H 1.15 -0.82 1.52 0.184
H 0.00 0.50 2.69 0.471
H 0.65 -0.66 -1.25 0.196
H -1.20 -2.48 -0.49 0.362
H -1.35 -1.47 0.81 0.350
H -0.91 1.39 -1.11 0.164
H -2.14 0.18 -0.24 0.176
H -1.37 0.21 -2.84 0.479
```

Properties
structure (SMILES)	C[C@@H](O)[C@@H](N)CO
energy relative to the best compared isomer or geometry (same formula, charge and spin)	75.4	kcal/mol
E_LUMO	0.8	eV

---

No. 3
A cluster of 2 separate species, C4H11NO2 in total at a distorted geometry, computed with ωB97M-V with the def2-TZVPD basis set.

```
18
Properties=species:S:1:pos:R:3:nbo_charge:R:1
C 1.49 0.33 0.58 -0.409
N 0.38 0.75 -0.24 -0.470
C -0.38 1.94 0.20 -0.431
C -0.65 -0.43 -0.74 -0.318
C -1.07 0.08 -2.07 0.431
O -1.18 -0.76 -2.95 -0.528
H 2.20 -0.26 -0.05 0.214
H 2.27 1.17 0.85 0.194
H 1.26 -0.03 1.51 0.168
H -0.15 2.81 -0.36 0.196
H -0.14 2.21 1.32 0.184
H -1.49 1.93 0.11 0.198
H -1.52 -0.52 -0.09 0.208
H -0.15 -1.31 -1.04 0.236
H -1.20 1.16 -2.21 0.126
O 0.84 -1.86 3.75 -0.941
H 1.79 -2.12 3.57 0.474
H 0.83 -0.89 3.78 0.469
```

Properties
structure (SMILES)	CN(C)CC=O.O
energy relative to the best compared isomer or geometry (same formula, charge and spin)	76.0	kcal/mol
E_LUMO	0.6	eV

---

No. 4
A cluster of 2 separate species, C4H11NO2 in total, computed with ωB97M-V with the def2-TZVPD basis set.

```
18
Properties=species:S:1:pos:R:3:nbo_charge:R:1
C 2.31 1.35 -0.91 -0.722
C 2.13 0.19 0.01 0.677
N 2.57 -0.99 -0.50 -0.831
O 1.69 0.26 1.14 -0.610
H 1.81 1.20 -1.86 0.229
H 3.35 1.58 -1.14 0.228
H 1.91 2.25 -0.44 0.245
H 2.42 -1.88 -0.04 0.400
H 2.88 -1.05 -1.46 0.384
C -3.10 -0.62 0.90 -0.645
C -1.62 -0.37 0.63 -0.065
O -1.44 0.67 -0.35 -0.724
H -3.48 -1.43 0.26 0.207
H -3.70 0.26 0.71 0.202
H -3.26 -0.98 1.92 0.220
H -1.08 -0.13 1.54 0.183
H -1.08 -1.23 0.25 0.161
H -2.32 0.92 -0.64 0.460
```

Properties
structure (SMILES)	CC(N)=O.CCO
energy relative to the best compared isomer or geometry (same formula, charge and spin)	15.9	kcal/mol
E_LUMO	0.9	eV

---

No. 5
A structure of composition C4H11NO2 at a distorted geometry, computed with ωB97M-V with the def2-TZVPD basis set.

```
18
Properties=species:S:1:pos:R:3:nbo_charge:R:1
C 1.65 -0.44 -0.86 -0.473
C 1.88 0.30 -2.17 -0.651
C 0.04 -0.69 -0.72 0.669
N -0.34 -1.63 -1.66 -0.646
C -1.51 -2.49 -1.37 -0.419
O -0.71 -0.40 0.27 -0.616
H 2.29 -1.62 -0.75 0.212
H 1.97 0.25 -0.04 0.237
H 2.77 1.05 -2.04 0.224
H 0.87 0.85 -2.29 0.219
H 2.05 -0.17 -3.16 0.217
H 0.25 -1.80 -2.50 0.406
H -1.80 -3.08 -2.16 0.203
H -1.26 -3.12 -0.51 0.200
H -2.55 -2.03 -1.20 0.217
H -1.49 3.75 5.79 0.465
H -0.06 4.19 5.73 0.463
O -0.92 4.53 5.42 -0.928
```

Properties
energy relative to the best compared isomer or geometry (same formula, charge and spin)	61.5	kcal/mol
E_LUMO	0.8	eV

---

No. 6
A cluster of 3 separate species, C4H11NO2 in total at a distorted geometry, computed with ωB97M-V with the def2-TZVPD basis set.

```
18
Properties=species:S:1:pos:R:3:nbo_charge:R:1
C 1.40 -1.74 -1.60 -0.033
N 1.07 -0.54 -1.83 -0.411
C -0.26 -0.10 -1.56 -0.052
C -0.95 -0.43 -0.45 -0.218
C -2.19 0.33 -0.09 -0.635
H 0.68 -2.52 -1.30 0.133
H 2.38 -2.19 -1.66 0.175
H -0.57 0.71 -2.20 0.194
H -0.60 -1.23 0.18 0.210
H -2.32 1.27 -0.61 0.223
H -2.15 0.55 0.98 0.187
H -3.04 -0.34 -0.18 0.225
O 2.90 1.14 1.16 -0.960
H 3.22 0.86 0.29 0.476
H 1.96 1.39 1.15 0.484
O -0.08 0.98 2.65 -0.927
H -0.63 1.16 1.85 0.461
H -0.81 0.70 3.22 0.467
```

Properties
structure (SMILES)	C=N/C=C/C.O.O
energy relative to the best compared isomer or geometry (same formula, charge and spin)	58.8	kcal/mol
E_LUMO	0.6	eV

---

No. 7
An isolated molecule of C4H11NO2 at a distorted geometry, computed with ωB97M-V with the def2-TZVPD basis set.

```
18
Properties=species:S:1:pos:R:3:nbo_charge:R:1
C -2.03 -0.16 -0.20 -0.613
C -0.71 0.06 0.84 -0.424
C 0.45 -0.58 0.21 -0.048
C 0.48 -1.19 -1.17 -0.634
N 1.62 0.64 0.18 0.075
O 1.86 1.14 1.50 -0.617
O 1.28 1.73 -0.63 -0.574
H -2.21 -1.20 -0.45 0.204
H -1.92 0.47 -1.08 0.204
H -2.88 0.20 0.37 0.206
H -0.97 -0.45 1.76 0.217
H -0.69 1.12 1.06 0.208
H 0.91 -1.27 0.92 0.209
H 1.51 -1.44 -1.41 0.235
H -0.10 -2.11 -1.19 0.218
H 0.13 -0.49 -1.92 0.222
H 2.79 1.40 1.50 0.478
H 0.48 2.15 -0.28 0.434
```

Properties
structure (SMILES)	CC[C@@H](C)N(O)O
energy relative to the best compared isomer or geometry (same formula, charge and spin)	107.6	kcal/mol
E_LUMO	0.9	eV

---

No. 8
A cluster of 2 separate species, C4H11NO2 in total at a distorted geometry, computed with ωB97M-V with the def2-TZVPD basis set.

```
18
Properties=species:S:1:pos:R:3:nbo_charge:R:1
C 0.28 -2.76 0.29 -0.604
C -0.24 -1.35 0.02 -0.402
C -0.03 -0.48 1.26 -0.494
C -0.64 0.93 1.18 0.681
N -0.77 1.48 -0.06 -0.851
O -0.71 1.61 2.19 -0.615
H -0.46 -3.41 0.76 0.207
H 0.59 -3.28 -0.61 0.207
H 1.16 -2.68 0.92 0.202
H -1.30 -1.36 -0.26 0.207
H 0.35 -0.97 -0.80 0.192
H 1.03 -0.24 1.31 0.225
H -0.47 -0.90 2.15 0.233
H -0.28 1.22 -0.90 0.411
H -1.22 2.38 -0.09 0.397
O 0.69 2.90 -2.45 -0.942
H 1.16 3.40 -1.75 0.471
H 0.84 3.52 -3.18 0.473
```

Properties
structure (SMILES)	CCCC(N)=O.O
energy relative to the best compared isomer or geometry (same formula, charge and spin)	10.0	kcal/mol
E_LUMO	0.5	eV